DFT (ωB97M-V/def2-TZVPD) results for a 13-piece molecular cluster, C70H175N13O17 overall at a distorted geometry.

Each line ends with the Löwdin charge.
Cartesian coordinates (Å):
C -38.306 2.395 -0.483  -0.039
C -39.313 1.992 -1.601  -0.434
C -40.844 2.382 -1.407  -0.189
O -41.316 1.950 -0.179  -0.214
C -41.817 0.597 -0.079  -0.051
N -38.823 2.438 -2.857  0.011
H -37.266 2.097 -0.618  0.070
H -38.429 2.094 0.557  0.058
H -38.359 3.481 -0.553  0.075
H -39.253 0.913 -1.744  0.118
H -41.345 1.901 -2.247  0.118
H -40.989 3.453 -1.554  0.115
H -42.008 0.392 0.974  0.066
H -41.171 -0.184 -0.481  0.090
H -42.762 0.377 -0.576  0.067
H -37.929 2.006 -3.042  0.075
H -39.332 1.926 -3.564  0.070
C -49.951 4.904 6.238  -0.054
C -49.207 3.543 6.203  -0.407
C -48.325 3.346 4.928  -0.169
O -49.088 3.646 3.736  -0.180
C -48.390 3.239 2.563  -0.098
N -48.438 3.351 7.436  0.046
H -50.793 4.882 5.545  0.067
H -49.333 5.760 5.966  0.077
H -50.450 4.960 7.205  0.067
H -50.016 2.814 6.226  0.118
H -47.875 2.354 4.892  0.086
H -47.474 4.027 4.932  0.112
H -47.432 3.744 2.434  0.080
H -48.997 3.369 1.667  0.069
H -48.213 2.164 2.595  0.071
H -47.955 2.487 7.234  0.016
H -49.021 2.968 8.166  0.014
C -43.353 -4.710 -1.593  -0.058
C -44.395 -3.814 -0.849  -0.371
C -44.024 -3.693 0.658  -0.222
O -44.057 -4.926 1.346  -0.170
C -43.646 -4.814 2.714  -0.102
N -44.256 -2.410 -1.334  0.022
H -43.081 -5.545 -0.948  0.065
H -42.418 -4.217 -1.862  0.073
H -43.786 -5.195 -2.468  0.064
H -45.393 -4.217 -1.017  0.129
H -44.754 -3.039 1.135  0.080
H -43.120 -3.118 0.855  0.127
H -44.356 -4.271 3.338  0.054
H -42.627 -4.466 2.882  0.089
H -43.477 -5.777 3.197  0.086
H -44.774 -1.757 -0.764  0.009
H -44.734 -2.470 -2.222  0.062
C -48.454 -5.083 4.423  -0.038
C -47.313 -4.168 4.142  -0.445
C -47.384 -3.582 2.716  -0.171
O -48.453 -2.620 2.658  -0.203
C -48.457 -2.147 1.324  -0.109
N -47.059 -3.174 5.147  0.092
H -48.406 -5.482 5.436  0.068
H -48.528 -5.812 3.615  0.088
H -49.424 -4.597 4.327  0.071
H -46.376 -4.722 4.100  0.122
H -47.570 -4.387 2.004  0.128
H -46.472 -3.035 2.478  0.096
H -47.487 -1.750 1.026  0.070
H -49.232 -1.389 1.204  0.088
H -48.774 -2.994 0.716  0.091
H -46.247 -2.713 4.764  0.034
H -47.777 -2.465 5.106  0.054
C -45.604 1.961 0.003  -0.038
C -46.748 0.939 -0.306  -0.407
C -47.879 1.447 -1.147  -0.225
O -48.581 2.370 -0.368  -0.197
C -49.580 3.111 -1.114  -0.075
N -46.042 -0.098 -1.015  0.020
H -45.300 2.419 -0.939  0.088
H -44.751 1.447 0.447  0.058
H -45.884 2.814 0.620  0.062
H -47.025 0.482 0.645  0.111
H -48.538 0.635 -1.454  0.125
H -47.603 1.885 -2.107  0.129
H -50.435 2.511 -1.427  0.087
H -49.151 3.568 -2.005  0.082
H -49.986 3.994 -0.619  0.084
H -45.451 0.279 -1.742  0.082
H -46.703 -0.573 -1.614  0.076
C -48.131 -0.494 9.118  -0.044
C -46.978 -0.097 8.234  -0.404
C -45.952 -1.230 7.961  -0.150
O -44.929 -0.767 7.064  -0.261
C -44.105 0.307 7.515  -0.074
N -47.611 0.395 7.008  0.073
H -48.905 -1.012 8.552  0.059
H -48.593 0.426 9.476  0.065
H -47.813 -1.074 9.984  0.082
H -46.398 0.725 8.654  0.125
H -46.470 -2.096 7.549  0.109
H -45.483 -1.617 8.866  0.113
H -43.775 0.151 8.542  0.098
H -44.575 1.275 7.341  0.084
H -43.196 0.379 6.918  0.074
H -48.218 -0.312 6.619  0.035
H -46.872 0.508 6.329  0.054
C -45.693 0.067 3.441  -0.046
C -44.379 -0.700 3.409  -0.360
C -43.209 0.293 3.505  -0.155
O -41.889 -0.360 3.486  -0.186
C -40.806 0.505 3.722  -0.113
N -44.391 -1.657 4.574  0.078
H -45.782 0.674 4.342  0.064
H -46.537 -0.608 3.297  0.069
H -45.723 0.742 2.586  0.059
H -44.376 -1.230 2.457  0.118
H -43.377 0.914 4.385  0.113
H -43.294 0.948 2.638  0.094
H -39.873 -0.013 3.502  0.086
H -40.785 0.852 4.756  0.074
H -40.796 1.341 3.022  0.074
H -44.547 -1.208 5.465  0.022
H -43.507 -2.146 4.604  0.068
C -44.241 3.822 4.481  -0.096
O -43.231 4.030 3.509  -0.236
C -43.763 4.000 2.174  -0.161
C -42.614 4.201 1.158  -0.200
N -42.301 5.592 1.219  -0.066
C -41.050 5.962 0.525  -0.164
C -40.518 7.351 1.039  -0.161
O -39.192 7.686 0.532  -0.195
C -38.756 8.998 0.840  -0.134
H -43.770 3.712 5.458  0.095
H -44.922 2.981 4.347  0.066
H -44.962 4.639 4.463  0.089
H -44.644 4.632 2.065  0.128
H -44.080 2.963 2.066  0.078
H -42.812 3.911 0.127  0.113
H -41.717 3.622 1.379  0.107
H -42.177 5.771 2.205  0.075
H -41.285 5.910 -0.538  0.118
H -40.270 5.247 0.785  0.085
H -40.442 7.369 2.126  0.097
H -41.227 8.092 0.669  0.117
H -39.223 9.866 0.374  0.084
H -37.702 9.087 0.579  0.082
H -38.651 9.176 1.910  0.073
C -39.855 1.041 8.035  -0.096
O -38.873 0.011 8.093  -0.194
C -39.350 -1.248 7.603  -0.228
C -38.746 -2.485 8.187  -0.233
N -37.513 -2.767 7.518  -0.028
C -36.637 -3.547 8.470  -0.197
C -35.196 -3.355 8.176  -0.265
O -34.934 -1.990 8.205  -0.193
C -33.637 -1.567 7.744  -0.074
H -40.207 1.146 9.061  0.094
H -40.524 0.980 7.176  0.070
H -39.413 2.015 7.826  0.068
H -39.206 -1.191 6.525  0.119
H -40.417 -1.310 7.820  0.112
H -39.380 -3.365 8.076  0.126
H -38.566 -2.110 9.194  0.123
H -37.009 -1.928 7.268  0.081
H -36.841 -4.617 8.470  0.120
H -36.733 -3.243 9.512  0.113
H -35.077 -3.690 7.145  0.126
H -34.506 -3.848 8.861  0.129
H -33.158 -0.781 8.328  0.064
H -33.673 -1.183 6.724  0.084
H -32.882 -2.350 7.668  0.087
C -36.868 0.592 4.579  -0.101
O -35.696 1.147 5.148  -0.179
C -35.748 1.249 6.537  -0.243
C -34.505 1.971 7.072  -0.160
N -34.426 2.030 8.565  -0.046
C -33.337 2.796 9.180  -0.204
C -32.124 1.942 9.291  -0.227
O -32.417 0.807 10.142  -0.218
C -31.248 0.147 10.656  -0.102
H -36.673 0.552 3.507  0.094
H -37.829 1.074 4.756  0.062
H -37.027 -0.416 4.960  0.080
H -36.017 0.314 7.028  0.107
H -36.663 1.810 6.725  0.098
H -34.404 2.921 6.548  0.120
H -33.667 1.328 6.801  0.094
H -34.351 1.066 8.858  0.078
H -33.562 3.087 10.206  0.115
H -33.225 3.724 8.621  0.122
H -31.343 2.502 9.806  0.117
H -31.736 1.583 8.339  0.119
H -30.784 0.682 11.484  0.083
H -30.520 -0.032 9.864  0.083
H -31.465 -0.847 11.046  0.083
C -49.782 -0.292 4.422  -0.013
O -49.432 -1.139 5.596  -0.297
C -50.473 -2.022 6.044  -0.177
C -51.640 -1.274 6.769  -0.184
N -51.180 -0.467 7.916  -0.052
C -52.310 0.187 8.604  -0.178
C -51.715 1.150 9.674  -0.209
O -50.844 2.141 9.081  -0.221
C -50.280 2.955 10.162  -0.095
H -50.111 -0.999 3.660  0.077
H -48.850 0.220 4.183  0.072
H -50.561 0.419 4.697  0.086
H -50.001 -2.754 6.699  0.117
H -50.734 -2.606 5.161  0.111
H -52.254 -2.127 7.057  0.115
H -52.270 -0.670 6.116  0.106
H -50.603 0.303 7.609  0.086
H -53.056 -0.448 9.081  0.122
H -52.763 0.862 7.879  0.112
H -51.159 0.595 10.430  0.115
H -52.516 1.643 10.225  0.114
H -51.051 3.416 10.778  0.084
H -49.628 3.775 9.859  0.079
H -49.663 2.355 10.831  0.083
C -43.611 -4.349 6.869  -0.010
C -44.180 -5.197 8.038  -0.503
C -43.928 -4.570 9.392  -0.139
C -44.700 -5.142 10.572  -0.167
C -46.196 -5.136 10.271  -0.168
C -46.554 -5.838 8.956  -0.479
N -45.669 -5.292 7.901  -0.084
O -46.166 -5.713 6.670  -0.030
C -46.612 -7.367 9.204  -0.022
C -48.002 -5.337 8.704  -0.041
C -43.509 -6.526 7.965  -0.044
H -44.122 -3.386 6.888  0.062
H -43.822 -4.808 5.903  0.075
H -42.553 -4.122 7.000  0.085
H -42.887 -4.799 9.622  0.117
H -43.917 -3.481 9.410  0.111
H -44.548 -4.617 11.516  0.113
H -44.460 -6.191 10.745  0.099
H -46.568 -4.112 10.238  0.105
H -46.737 -5.404 11.178  0.119
H -47.353 -7.645 9.954  0.083
H -46.805 -7.977 8.322  0.081
H -45.656 -7.718 9.590  0.059
H -48.032 -4.309 8.344  0.070
H -48.410 -5.936 7.891  0.070
H -48.622 -5.329 9.600  0.086
H -43.956 -7.142 7.185  0.091
H -43.677 -7.126 8.859  0.071
H -42.447 -6.458 7.731  0.089
H -46.544 -4.881 6.376  0.037
C -40.262 5.780 7.118  -0.015
C -40.465 6.131 5.596  -0.443
C -39.590 7.419 5.301  -0.132
C -38.083 7.201 5.194  -0.186
C -37.809 6.126 4.114  -0.093
C -38.641 4.764 4.397  -0.467
N -40.056 5.071 4.633  -0.091
O -40.844 3.880 4.692  -0.020
C -38.549 3.989 3.056  -0.032
C -38.012 3.950 5.508  -0.029
C -41.898 6.584 5.283  -0.038
H -40.711 4.860 7.491  0.078
H -39.188 5.737 7.304  0.053
H -40.562 6.645 7.709  0.078
H -39.886 7.964 4.404  0.104
H -39.686 8.115 6.134  0.113
H -37.573 8.132 4.946  0.103
H -37.503 6.935 6.077  0.102
H -36.785 5.753 4.128  0.107
H -37.943 6.541 3.115  0.105
H -38.908 2.966 2.942  0.060
H -37.482 3.925 2.847  0.085
H -39.043 4.491 2.224  0.060
H -37.982 4.589 6.390  0.067
H -36.983 3.781 5.190  0.085
H -38.493 3.001 5.744  0.067
H -42.660 5.942 5.725  0.068
H -42.202 7.504 5.783  0.087
H -42.147 6.655 4.224  0.074
H -41.671 4.143 4.282  0.030

E_LUMO: 0.42 eV
HOMO-LUMO gap: 0.2979 Ha
E_HOMO: -7.69 eV